{"formula": "C6H12O", "method": "wB97M-V/def2-TZVPD", "species": ["C", "C", "C", "C", "C", "C", "O", "H", "H", "H", "H", "H", "H", "H", "H", "H", "H", "H", "H"], "coordinates": [[0.316, -1.040, 1.784], [-0.845, -1.270, 0.813], [-0.410, -1.787, -0.532], [-0.819, -1.301, -1.704], [0.146, 1.738, -0.959], [0.531, 2.915, -0.110], [1.232, 1.019, -1.146], [-0.055, -0.755, 2.774], [0.978, -0.244, 1.424], [0.918, -1.949, 1.905], [-1.416, -0.343, 0.677], [-1.535, -2.004, 1.254], [0.268, -2.644, -0.516], [-1.475, -0.434, -1.752], [-0.515, -1.752, -2.647], [0.207, 3.839, -0.601], [1.594, 2.966, 0.160], [-0.082, 2.835, 0.797], [0.961, 0.211, -1.621]], "lumo_ev": 1.074, "homo_ev": -8.412, "de_lowest_ev": 3.382, "homo_lumo_gap_ev": 9.49}

{"formula": "C7H14N2", "method": "wB97M-V/def2-TZVPD", "species": ["C", "C", "C", "C", "N", "C", "C", "C", "N", "H", "H", "H", "H", "H", "H", "H", "H", "H", "H", "H", "H", "H", "H"], "coordinates": [[0.772, -1.407, 0.441], [0.287, 1.341, 0.766], [2.224, -1.246, 0.805], [-0.132, -1.826, 1.571], [0.298, 0.311, -0.251], [-0.649, 0.008, -1.069], [-0.925, 1.788, -1.831], [-2.095, 2.391, -1.764], [-0.946, -0.868, -1.897], [0.658, -2.053, -0.429], [-1.875, -1.274, -1.950], [-0.093, 2.124, -2.441], [0.901, 2.181, 0.437], [0.734, 0.977, 1.690], [-0.728, 1.681, 0.971], [2.357, -0.557, 1.640], [0.171, -2.802, 1.968], [2.805, -0.897, -0.048], [2.648, -2.215, 1.094], [-1.167, -1.911, 1.242], [-0.081, -1.119, 2.402], [-2.873, 2.023, -1.103], [-2.290, 3.349, -2.242]], "lumo_ev": 0.789, "homo_ev": -7.237, "de_lowest_ev": 5.175, "homo_lumo_gap_ev": 8.03}

{"formula": "C31H76N5O13", "method": "wB97M-V/def2-TZVPD", "species": ["C", "O", "O", "O", "H", "C", "O", "C", "C", "N", "C", "C", "O", "C", "H", "H", "H", "H", "H", "H", "H", "H", "H", "H", "H", "H", "H", "H", "H", "C", "O", "C", "C", "N", "C", "C", "O", "C", "H", "H", "H", "H", "H", "H", "H", "H", "H", "H", "H", "H", "H", "H", "H", "C", "O", "C", "C", "N", "C", "C", "O", "C", "H", "H", "H", "H", "H", "H", "H", "H", "H", "H", "H", "H", "H", "H", "H", "C", "O", "C", "C", "N", "C", "C", "O", "C", "H", "H", "H", "H", "H", "H", "H", "H", "H", "H", "H", "H", "H", "H", "H", "C", "O", "C", "C", "N", "C", "C", "O", "C", "H", "H", "H", "H", "H", "H", "H", "H", "H", "H", "H", "H", "H", "H", "H"], "coordinates": [[-34.960, 10.272, -46.342], [-35.235, 11.219, -45.648], [-33.644, 9.969, -46.597], [-35.720, 9.333, -46.620], [-33.157, 10.698, -46.276], [-35.657, 10.578, -41.330], [-36.133, 9.575, -41.790], [-36.842, 9.778, -42.906], [-36.919, 8.353, -43.443], [-37.725, 8.392, -44.714], [-37.904, 7.105, -45.255], [-38.658, 7.196, -46.564], [-38.952, 5.835, -46.931], [-39.273, 5.714, -48.271], [-35.157, 11.094, -42.015], [-34.962, 10.349, -40.548], [-36.508, 11.164, -40.918], [-36.618, 10.394, -43.711], [-37.812, 10.061, -42.635], [-37.467, 7.780, -42.786], [-35.915, 8.166, -43.508], [-37.146, 8.907, -45.261], [-38.459, 6.589, -44.367], [-36.826, 6.638, -45.506], [-37.870, 7.388, -47.231], [-39.598, 7.910, -46.400], [-38.354, 5.909, -48.867], [-40.066, 6.426, -48.425], [-39.281, 4.660, -48.369], [-45.407, 13.447, -46.241], [-44.684, 12.419, -46.480], [-43.372, 12.645, -46.895], [-42.714, 11.292, -47.308], [-41.285, 11.465, -47.707], [-41.009, 10.113, -48.294], [-39.639, 10.061, -48.951], [-39.180, 8.776, -49.382], [-37.934, 8.790, -49.936], [-46.276, 13.055, -45.735], [-45.614, 14.247, -47.146], [-44.756, 14.124, -45.623], [-43.134, 13.181, -46.018], [-43.168, 13.572, -47.542], [-43.331, 11.044, -48.148], [-43.034, 10.303, -46.709], [-40.877, 11.643, -46.759], [-41.655, 9.990, -49.130], [-41.028, 9.314, -47.615], [-38.850, 10.273, -48.143], [-39.714, 10.995, -49.572], [-37.579, 7.764, -50.089], [-37.096, 8.991, -49.120], [-37.804, 9.253, -50.877], [-34.860, 9.464, -51.945], [-34.858, 8.416, -51.309], [-34.262, 8.495, -50.113], [-34.696, 7.397, -49.194], [-34.020, 7.338, -48.058], [-34.333, 6.082, -47.220], [-33.694, 6.209, -45.837], [-33.885, 4.871, -45.209], [-33.222, 4.788, -43.887], [-35.693, 9.928, -51.648], [-35.171, 9.532, -53.023], [-33.831, 10.079, -51.806], [-34.754, 9.539, -49.656], [-33.259, 8.323, -50.353], [-34.493, 6.261, -49.437], [-35.722, 7.210, -48.979], [-34.399, 8.097, -47.425], [-34.126, 5.186, -47.608], [-35.416, 5.954, -46.987], [-34.233, 6.919, -45.332], [-32.751, 6.795, -45.892], [-32.224, 5.168, -44.166], [-33.289, 3.856, -43.489], [-33.657, 5.330, -43.183], [-32.015, 8.729, -41.958], [-31.867, 9.912, -42.221], [-32.485, 10.427, -43.392], [-32.318, 11.927, -43.452], [-32.691, 12.320, -44.829], [-32.470, 13.792, -45.055], [-32.839, 14.152, -46.468], [-32.718, 15.593, -46.467], [-33.285, 16.050, -47.636], [-31.248, 8.503, -41.071], [-31.818, 8.099, -42.849], [-32.942, 8.298, -41.675], [-33.449, 10.220, -43.497], [-31.766, 10.202, -44.190], [-31.445, 11.958, -43.036], [-32.942, 12.332, -42.608], [-33.771, 11.863, -44.930], [-31.413, 13.995, -44.793], [-33.030, 14.278, -44.422], [-34.003, 13.761, -46.529], [-32.124, 13.656, -47.149], [-34.341, 15.804, -47.868], [-32.884, 15.898, -48.395], [-33.184, 17.221, -47.689], [-36.031, 13.225, -47.398], [-36.049, 13.764, -48.514], [-37.059, 13.339, -49.339], [-36.955, 14.028, -50.665], [-37.913, 13.352, -51.617], [-37.678, 13.820, -52.997], [-38.618, 13.097, -53.905], [-38.401, 13.766, -55.168], [-38.992, 12.947, -56.171], [-36.855, 13.585, -46.844], [-35.071, 13.650, -47.012], [-35.777, 12.166, -47.438], [-38.008, 13.654, -48.942], [-37.155, 12.406, -49.582], [-36.025, 14.087, -50.923], [-37.055, 14.930, -50.537], [-38.804, 13.700, -51.362], [-36.667, 13.682, -53.247], [-37.896, 14.949, -53.171], [-39.701, 13.196, -53.670], [-38.626, 11.948, -53.656], [-40.035, 13.307, -56.431], [-39.095, 11.912, -56.040], [-38.449, 13.030, -57.056]], "lumo_ev": 2.222, "homo_ev": -5.662, "de_lowest_ev": 4.310, "charge": -1, "homo_lumo_gap_ev": 7.88}

{"formula": "C29H38BClF6N4O13S2", "method": "wB97M-V/def2-TZVPD", "species": ["C", "C", "C", "C", "O", "N", "C", "Cl", "C", "O", "N", "O", "C", "C", "O", "O", "C", "C", "C", "C", "O", "O", "C", "C", "C", "B", "N", "O", "C", "C", "O", "C", "C", "C", "C", "C", "C", "C", "C", "C", "C", "H", "H", "H", "H", "H", "H", "H", "H", "H", "H", "H", "H", "H", "H", "H", "H", "H", "H", "H", "H", "H", "H", "H", "H", "H", "H", "H", "H", "H", "H", "H", "H", "H", "H", "H", "H", "H", "H", "C", "F", "F", "F", "S", "O", "O", "N", "S", "O", "O", "C", "F", "F", "F"], "coordinates": [[1.203, 5.806, 0.478], [1.987, 4.584, 1.060], [1.559, 3.264, 0.340], [0.141, 2.955, 0.811], [-0.624, 1.966, 0.042], [-0.088, 1.643, -1.157], [-0.385, 2.446, -2.190], [-1.349, 3.849, -1.933], [0.076, 2.191, -3.454], [-0.161, 3.002, -4.522], [-1.604, 3.117, -4.812], [-1.850, 4.201, -5.086], [0.873, 1.057, -3.652], [1.474, 0.725, -5.014], [2.678, 0.775, -5.147], [0.631, 0.385, -6.027], [0.687, 1.401, -7.084], [-0.698, 1.615, -7.738], [-1.708, 0.478, -7.450], [-2.698, 0.806, -6.346], [-3.487, 1.722, -6.428], [-2.629, 0.032, -5.217], [-3.899, -0.536, -4.824], [-4.682, -1.107, -6.020], [1.147, 0.246, -2.559], [2.086, -1.023, -2.850], [3.277, -1.174, -2.014], [1.776, -1.937, -3.826], [0.649, 0.538, -1.310], [0.919, -0.353, -0.121], [-0.237, -0.513, 0.661], [-0.118, -1.503, 1.622], [1.061, -2.088, 2.022], [1.126, -3.097, 2.960], [2.428, -3.762, 3.370], [-0.053, -3.528, 3.522], [-1.246, -2.927, 3.154], [-1.299, -1.921, 2.220], [-2.664, -1.315, 1.888], [-2.725, 0.190, 2.222], [-2.992, -1.615, 0.390], [0.680, 5.452, -0.422], [1.862, 6.628, 0.199], [0.404, 6.130, 1.154], [1.828, 4.491, 2.138], [3.042, 4.746, 0.821], [1.667, 3.471, -0.730], [2.270, 2.504, 0.686], [-0.494, 3.841, 0.914], [0.220, 2.546, 1.827], [1.385, 1.054, -7.853], [1.121, 2.315, -6.671], [-0.532, 1.621, -8.820], [-1.081, 2.604, -7.469], [-2.300, 0.327, -8.361], [-1.227, -0.479, -7.235], [-4.477, 0.246, -4.316], [-3.701, -1.324, -4.093], [-5.278, -0.291, -6.444], [-4.026, -1.507, -6.800], [-5.394, -1.871, -5.695], [4.089, -0.858, -2.542], [3.399, -2.143, -1.734], [0.846, -2.199, -3.754], [1.247, -1.349, -0.442], [1.713, 0.119, 0.484], [2.012, -1.775, 1.585], [2.756, -4.467, 2.593], [3.173, -2.984, 3.558], [2.242, -4.359, 4.264], [-0.072, -4.319, 4.264], [-2.172, -3.278, 3.606], [-3.404, -1.821, 2.517], [-3.500, 0.672, 1.610], [-2.933, 0.367, 3.283], [-1.781, 0.704, 2.003], [-4.071, -1.795, 0.309], [-2.681, -0.765, -0.227], [-2.471, -2.533, 0.100], [1.810, -0.739, 6.156], [1.884, -0.774, 4.816], [2.798, 0.058, 6.586], [0.658, -0.132, 6.474], [1.923, -2.423, 6.883], [3.211, -2.905, 6.468], [0.792, -3.129, 6.339], [1.799, -1.975, 8.390], [1.837, -3.140, 9.472], [3.101, -3.797, 9.639], [0.682, -3.990, 9.513], [1.674, -2.061, 10.948], [0.535, -1.353, 10.922], [2.678, -1.177, 11.030], [1.675, -2.776, 12.075]], "lumo_ev": -2.932, "homo_ev": -8.009, "homo_lumo_gap_ev": 5.08}

{"formula": "C22H54FN8O6", "method": "wB97M-V/def2-TZVPD", "species": ["N", "C", "C", "N", "C", "N", "C", "N", "F", "N", "H", "H", "H", "H", "H", "H", "H", "H", "H", "C", "O", "C", "C", "N", "C", "C", "O", "C", "H", "H", "H", "H", "H", "H", "H", "H", "H", "H", "H", "H", "H", "H", "H", "C", "O", "C", "C", "N", "C", "C", "O", "C", "H", "H", "H", "H", "H", "H", "H", "H", "H", "H", "H", "H", "H", "H", "H", "C", "O", "C", "C", "N", "C", "C", "O", "C", "H", "H", "H", "H", "H", "H", "H", "H", "H", "H", "H", "H", "H", "H", "H"], "coordinates": [[6.854, 2.659, -2.992], [6.122, 3.720, -3.759], [5.365, 3.109, -5.037], [4.004, 3.662, -5.281], [2.910, 3.354, -4.575], [1.572, 3.874, -4.849], [0.847, 3.212, -3.795], [1.705, 2.417, -2.991], [1.354, 1.690, -1.924], [2.983, 2.466, -3.463], [6.201, 1.994, -2.566], [7.542, 2.190, -3.595], [5.471, 4.343, -3.071], [6.947, 4.408, -4.160], [5.996, 3.363, -5.954], [5.260, 1.987, -4.902], [3.842, 4.295, -6.079], [-0.259, 3.309, -3.599], [3.814, 2.002, -3.081], [-0.256, 0.938, 0.242], [-0.960, 0.854, 1.467], [-1.908, 1.909, 1.645], [-3.333, 1.361, 1.593], [-3.686, 0.938, 0.237], [-4.940, 0.183, 0.163], [-4.990, -1.174, 0.879], [-4.143, -2.163, 0.304], [-2.803, -2.138, 0.770], [0.535, 0.185, 0.255], [-0.917, 0.726, -0.604], [0.204, 1.924, 0.121], [-1.764, 2.720, 0.923], [-1.732, 2.322, 2.642], [-4.030, 2.141, 1.919], [-3.393, 0.526, 2.297], [-2.942, 0.356, -0.131], [-5.133, 0.006, -0.900], [-5.756, 0.813, 0.531], [-6.009, -1.558, 0.768], [-4.819, -1.091, 1.958], [-2.727, -1.803, 1.807], [-2.190, -1.509, 0.121], [-2.405, -3.153, 0.705], [-7.093, -5.710, -2.191], [-5.800, -5.951, -1.658], [-5.409, -4.992, -0.674], [-5.333, -5.645, 0.705], [-6.667, -5.979, 1.205], [-6.652, -6.822, 2.403], [-6.065, -8.235, 2.265], [-6.831, -9.102, 1.438], [-6.539, -9.011, 0.053], [-7.247, -6.397, -3.025], [-7.867, -5.901, -1.443], [-7.179, -4.686, -2.565], [-6.063, -4.115, -0.667], [-4.407, -4.652, -0.951], [-4.851, -4.952, 1.405], [-4.708, -6.539, 0.615], [-7.178, -6.467, 0.479], [-7.694, -6.925, 2.723], [-6.127, -6.292, 3.204], [-6.082, -8.687, 3.262], [-5.013, -8.228, 1.958], [-5.492, -8.759, -0.138], [-7.198, -8.283, -0.425], [-6.747, -9.982, -0.401], [4.459, 2.248, 0.545], [5.345, 3.273, 0.122], [4.762, 4.577, 0.177], [5.428, 5.416, 1.265], [5.070, 4.932, 2.597], [5.862, 5.533, 3.674], [7.370, 5.243, 3.689], [7.695, 3.884, 3.956], [7.699, 3.040, 2.817], [4.934, 1.286, 0.339], [4.272, 2.311, 1.620], [3.512, 2.294, -0.003], [3.675, 4.538, 0.309], [4.958, 5.048, -0.792], [5.105, 6.459, 1.163], [6.510, 5.371, 1.103], [5.201, 3.928, 2.629], [5.442, 5.159, 4.613], [5.705, 6.616, 3.668], [7.798, 5.817, 4.517], [7.878, 5.597, 2.786], [7.999, 3.567, 1.907], [6.716, 2.580, 2.684], [8.411, 2.233, 2.997]], "lumo_ev": -3.931, "homo_ev": -9.601, "charge": 1, "homo_lumo_gap_ev": 5.67}

{"formula": "C9H21N2O2", "method": "wB97M-V/def2-TZVPD", "species": ["C", "C", "C", "C", "C", "C", "C", "C", "C", "N", "N", "O", "O", "H", "H", "H", "H", "H", "H", "H", "H", "H", "H", "H", "H", "H", "H", "H", "H", "H", "H", "H", "H", "H"], "coordinates": [[-2.203, -0.389, 1.164], [-1.009, 0.158, 1.347], [-3.038, -0.169, -0.127], [-0.026, 1.968, -1.417], [0.951, -2.285, -2.017], [-0.202, 1.980, 2.717], [1.200, -0.099, 2.273], [0.895, 0.762, -1.163], [1.035, -1.705, -0.572], [-0.109, 0.585, 2.105], [0.267, -0.436, -0.541], [1.559, 0.450, -2.320], [2.331, -1.404, -0.087], [-2.586, -0.835, 2.029], [-3.942, -0.796, -0.077], [-3.427, 0.885, -0.147], [-2.440, -0.079, -1.075], [-0.747, 1.721, -2.215], [0.712, 2.653, -1.810], [-0.462, 2.227, -0.504], [0.098, -1.855, -2.489], [1.890, -2.005, -2.555], [0.836, -3.398, -1.918], [-1.256, 2.170, 2.720], [0.225, 1.829, 3.763], [0.402, 2.564, 2.021], [2.101, 0.559, 2.383], [1.130, -0.646, 3.224], [1.499, -0.674, 1.381], [1.684, 1.033, -0.296], [0.688, -2.470, 0.113], [-0.597, -0.659, -0.932], [1.335, 1.226, -2.807], [2.988, -1.115, -0.885]], "lumo_ev": [-2.398, -6.847], "homo_ev": [-9.468, -13.043], "de_lowest_ev": 3.776, "spin_multiplicity": 3, "charge": 1, "homo_lumo_gap_ev": [7.07, 6.20], "s_squared": 2.013}